No. 1
The following is a quantum chemistry calculation of C22H37ClCuP2 as an isolated structure in a non-equilibrium geometry, from the Open Molecules 2025 dataset.

```
! RIJCOSX wB97M-V def2-TZVPD def2/J DEFGRID3
* xyz 0 2
P -2.891 -1.310 -3.409
P -4.119 -1.859 -0.812
C -4.429 -2.378 -3.439
C -5.303 -2.182 -2.212
H -4.072 -3.417 -3.480
H -4.907 -2.140 -4.389
H -5.941 -1.282 -2.275
H -5.922 -3.055 -1.960
C -3.297 -3.471 -0.572
H -2.658 -3.342 0.308
H -2.643 -3.777 -1.392
H -4.078 -4.216 -0.355
C -5.221 -1.923 0.559
H -5.511 -2.969 0.722
H -6.071 -1.288 0.306
H -4.788 -1.510 1.472
C -1.944 -2.412 -4.544
H -1.109 -1.899 -5.048
H -2.664 -2.752 -5.315
H -1.538 -3.310 -4.054
C -3.098 0.097 -4.537
H -3.865 0.773 -4.153
H -3.357 -0.278 -5.532
H -2.140 0.636 -4.559
Cu -2.709 -0.557 -1.514
C 0.458 -4.341 -2.946
C 0.753 -5.342 -3.803
C 2.030 -5.541 -4.554
C 2.770 -4.189 -4.689
C 2.009 -3.077 -5.347
C 1.439 -2.033 -4.733
C 1.305 -1.868 -3.245
C 1.293 -3.191 -2.426
C -2.104 1.208 -0.979
H -0.541 -4.375 -2.493
H 0.003 -6.120 -3.992
H 1.806 -5.920 -5.564
H 2.679 -6.304 -4.073
H 3.184 -3.927 -3.710
H 3.601 -4.384 -5.375
H 2.031 -3.124 -6.442
H 1.114 -1.149 -5.298
H 0.412 -1.276 -2.983
H 2.135 -1.245 -2.858
H 2.348 -3.421 -2.203
H 0.827 -2.953 -1.451
H -3.099 1.591 -0.680
H -1.668 1.727 -1.846
H -1.404 1.183 -0.131
Cl 0.106 -0.793 1.651
C 0.015 0.620 2.601
C 1.176 1.296 2.928
C 1.127 2.397 3.803
C -0.109 2.899 4.242
C -1.291 2.306 3.838
C -1.284 1.114 3.021
C -2.465 0.507 2.621
H 2.122 0.946 2.517
H 2.050 2.884 4.105
H -0.147 3.763 4.912
H -2.259 2.732 4.132
H -3.418 1.040 2.753
H -2.491 -0.552 2.342
*
```

Computed properties:
Energy (eV): -99149.8415
E_LUMO (spin up / spin down) (hartree): 0.025 / -0.016
HOMO level (spin up / spin down) (eV): -6.876 / -6.893
ΔE to the lowest compared entry with this formula, charge and spin (kJ/mol): 16.7

=====

No. 2
The following is a quantum chemistry calculation of C3H5NO2 in the gas phase, from the Open Molecules 2025 dataset.

```
! RIJCOSX wB97M-V def2-TZVPD def2/J DEFGRID3
* xyz 0 1
H 0.175 -2.788 -0.076
N -0.094 -1.865 0.257
C -0.478 -1.153 -0.710
O -0.898 0.128 -0.596
C -0.454 0.851 0.556
C 0.937 1.346 0.184
O 1.954 0.875 0.625
H -0.522 -1.436 -1.764
H -0.416 0.225 1.448
H -1.157 1.680 0.676
H 0.953 2.137 -0.598
*
```

Computed properties:
Energy (eV): -8775.8476
E_LUMO (hartree): 0.032
HOMO level (eV): -9.828
ΔE to the lowest compared entry with this formula, charge and spin (kJ/mol): 178.2
SMILES string: [H]/N=C/OCC=O

=====

No. 3
The following is a quantum chemistry calculation of an isolated ion of composition C2H8NOS2 and charge +1 in a non-equilibrium geometry, from the Open Molecules 2025 dataset.

```
! RIJCOSX wB97M-V def2-TZVPD def2/J DEFGRID3
* xyz 1 1
N -1.331 -0.531 -0.109
C 0.014 -0.452 -0.688
C 0.568 0.874 -0.211
O 0.115 1.246 1.058
S 2.450 0.853 -0.307
S 3.105 -1.002 0.069
H -1.770 -1.502 -0.355
H -1.855 0.286 -0.253
H -1.055 -0.425 0.868
H -0.171 -0.390 -1.818
H 0.515 -1.171 -0.161
H 0.278 1.646 -1.084
H 0.709 2.009 1.406
H 3.042 -1.130 1.419
*
```

Computed properties:
Energy (eV): -27403.9288
E_LUMO (hartree): -0.139
HOMO level (eV): -13.187
ΔE to the lowest compared entry with this formula, charge and spin (kJ/mol): 128.8
SMILES string: [NH3+]C[C@@H](O)SS